No. 1
{
  "formula": "C20H23ClN6",
  "method": "the ωB97M-V functional and the def2-TZVPD basis",
  "e_above_lowest_ev": 0.197,
  "smiles": "CN(C)CCCNc1ccc(-c2cc(Nc3cccc(Cl)c3)ncn2)cn1",
  "species": ["C", "N", "C", "C", "C", "C", "N", "C", "C", "C", "C", "C", "C", "C", "N", "C", "C", "C", "C", "C", "Cl", "C", "N", "C", "N", "C", "N", "H", "H", "H", "H", "H", "H", "H", "H", "H", "H", "H", "H", "H", "H", "H", "H", "H", "H", "H", "H", "H", "H", "H"],
  "positions_angstrom": [[7.55292, 0.34709, -0.08066], [7.23294, -0.69093, 0.86945], [8.00248, -1.89336, 0.65940], [5.83132, -0.90895, 1.15269], [5.00535, -1.79586, 0.19891], [4.79333, -1.22177, -1.21002], [4.26053, 0.11531, -1.21582], [2.99915, 0.46271, -0.85780], [1.93174, -0.44709, -0.76670], [0.68223, 0.03167, -0.45425], [0.49392, 1.40118, -0.23122], [-0.79664, 1.99020, 0.10343], [-2.00262, 1.32728, -0.10979], [-3.17011, 1.99273, 0.26785], [-4.43331, 1.48631, 0.12397], [-4.84534, 0.17976, -0.07256], [-6.07845, -0.05192, -0.68706], [-6.52598, -1.34100, -0.89392], [-5.76510, -2.42860, -0.49696], [-4.55815, -2.19353, 0.13984], [-3.60463, -3.53107, 0.68333], [-4.09479, -0.91046, 0.36718], [-3.13289, 3.24135, 0.74874], [-1.93779, 3.78256, 0.88744], [-0.77856, 3.23092, 0.61745], [1.62604, 2.21290, -0.33392], [2.82674, 1.77218, -0.63438], [6.95564, 1.23142, 0.13520], [8.60477, 0.61116, 0.04336], [7.40447, 0.06032, -1.13349], [9.06200, -1.64980, 0.74531], [7.75180, -2.61838, 1.43200], [7.83881, -2.35568, -0.32698], [5.35245, 0.06962, 1.23619], [5.78455, -1.38038, 2.14186], [5.47566, -2.77573, 0.10584], [4.02909, -1.93774, 0.66742], [4.11137, -1.87695, -1.76152], [5.73800, -1.20274, -1.75663], [4.92135, 0.87309, -1.12950], [2.08576, -1.50086, -0.93342], [-0.14092, -0.66201, -0.36174], [-2.04246, 0.36722, -0.59380], [-5.15681, 2.18755, 0.20947], [-6.67775, 0.78908, -1.00267], [-7.47767, -1.50587, -1.37544], [-6.10568, -3.43703, -0.66546], [-3.17733, -0.76150, 0.91222], [-1.91518, 4.79439, 1.27377], [1.53760, 3.27622, -0.16094]],
  "forces_ev_per_angstrom": [[0.06, -0.06, 0.10], [0.06, 0.02, -0.11], [-0.01, 0.15, 0.04], [-0.24, -0.25, 0.06], [0.20, 0.33, -0.07], [-0.05, -0.33, 0.21], [0.39, 0.15, -0.10], [-0.30, 0.15, -0.03], [0.15, -0.09, 0.00], [0.06, 0.41, 0.05], [0.40, -0.32, -0.12], [-0.66, 0.15, 0.09], [0.08, 0.13, 0.08], [0.37, 0.21, -0.02], [-0.27, 0.46, 0.07], [-0.14, -0.58, -0.13], [0.12, 0.10, 0.03], [0.05, -0.01, 0.08], [0.06, -0.09, 0.05], [-0.21, 0.17, -0.13], [0.10, -0.14, 0.06], [-0.02, 0.08, 0.00], [-0.43, -0.14, 0.02], [-0.17, 0.11, 0.02], [0.56, -0.09, -0.03], [-0.38, -0.03, 0.07], [0.42, -0.05, -0.07], [-0.01, 0.09, -0.02], [0.01, 0.09, -0.10], [0.00, 0.02, -0.05], [0.06, -0.08, -0.03], [0.03, -0.11, 0.02], [0.00, -0.05, -0.01], [-0.02, -0.02, 0.08], [-0.11, 0.08, -0.03], [-0.05, -0.11, 0.03], [-0.03, -0.10, 0.04], [0.13, 0.02, -0.06], [-0.11, -0.03, -0.02], [-0.11, 0.00, -0.03], [0.03, -0.10, -0.01], [-0.07, -0.06, 0.00], [0.02, -0.08, -0.02], [0.14, -0.07, 0.05], [-0.04, 0.10, -0.07], [-0.08, -0.01, -0.05], [0.00, -0.10, -0.01], [0.08, -0.02, 0.03], [-0.01, 0.07, 0.02], [-0.08, 0.04, 0.02]]
}

No. 2
{
  "formula": "C20H23ClN6O3",
  "method": "the ωB97M-V functional and the def2-TZVPD basis",
  "energy_ev": -48716.4287,
  "smiles": "Cc1nn(Cc2ccccc2)c(C)c1NC(=O)CCCn1nc([N+](=O)[O-])c(Cl)c1C",
  "species": ["C", "C", "N", "N", "C", "C", "C", "C", "C", "C", "C", "C", "C", "C", "N", "C", "O", "C", "C", "C", "N", "N", "C", "N", "O", "O", "C", "Cl", "C", "C", "H", "H", "H", "H", "H", "H", "H", "H", "H", "H", "H", "H", "H", "H", "H", "H", "H", "H", "H", "H", "H", "H", "H"],
  "positions_angstrom": [[-0.16314, 0.02384, -2.64802], [-0.47255, -0.34253, -1.24154], [-1.62123, 0.04006, -0.70983], [-1.70041, -0.48375, 0.50730], [-2.80604, -0.13440, 1.37145], [-4.05360, 0.06006, 0.55354], [-4.93090, -0.99328, 0.33956], [-6.06175, -0.81429, -0.43798], [-6.31937, 0.41816, -1.01251], [-5.44322, 1.47079, -0.80745], [-4.31542, 1.29299, -0.02729], [-0.60448, -1.21568, 0.80932], [-0.43181, -1.95928, 2.08412], [0.23012, -1.13210, -0.30454], [1.51227, -1.71082, -0.30843], [2.61135, -1.40501, -1.02409], [2.65428, -0.67709, -1.99826], [3.88430, -2.02346, -0.45638], [4.39827, -1.16967, 0.71103], [4.48958, 0.31576, 0.34722], [3.19929, 0.95835, 0.45000], [2.43862, 0.71357, 1.49419], [1.33789, 1.44568, 1.33623], [0.30965, 1.41162, 2.29520], [0.46180, 0.69893, 3.27007], [-0.68124, 2.09087, 2.09687], [1.41145, 2.18380, 0.13514], [0.25562, 3.23986, -0.52271], [2.64344, 1.84615, -0.40806], [3.26650, 2.30027, -1.66989], [0.89923, 0.19182, -2.78386], [-0.46786, -0.78605, -3.31156], [-0.72756, 0.91358, -2.91165], [-2.55523, 0.79747, 1.89496], [-2.94038, -0.93026, 2.10709], [-4.73144, -1.95873, 0.78387], [-6.74167, -1.63882, -0.59669], [-7.20155, 0.55720, -1.62033], [-5.64060, 2.43257, -1.25764], [-3.62623, 2.10775, 0.13206], [-1.36667, -2.42981, 2.38405], [-0.11178, -1.29338, 2.88871], [0.31641, -2.74226, 1.97403], [1.66405, -2.29409, 0.50353], [3.71229, -3.04692, -0.12170], [4.62826, -2.03702, -1.25436], [3.73785, -1.26029, 1.57491], [5.38910, -1.52295, 0.99904], [5.17614, 0.81837, 1.03653], [4.84841, 0.43886, -0.67505], [4.24920, 2.73397, -1.49143], [3.36646, 1.45404, -2.34944], [2.62428, 3.04559, -2.12930]],
  "forces_ev_per_angstrom": [[0.01, 0.05, -0.09], [0.14, -0.13, 0.21], [-0.24, 0.44, -0.42], [0.65, -0.50, -0.14], [-0.34, 0.34, 0.12], [-0.09, -0.08, 0.14], [0.06, 0.07, 0.05], [-0.09, -0.08, -0.05], [-0.06, -0.03, -0.05], [0.00, 0.09, -0.01], [-0.08, -0.04, 0.10], [0.31, -0.06, -0.33], [0.01, 0.17, 0.16], [-0.57, 0.28, 0.35], [-0.33, -0.41, 0.32], [0.49, -0.54, 0.05], [-0.02, 0.09, -0.10], [-0.02, 0.16, -0.01], [0.01, 0.04, -0.19], [0.58, -0.36, 0.32], [-0.67, 0.51, -0.17], [-0.67, -0.09, 0.92], [1.72, 0.05, -1.45], [-0.73, -0.24, 0.90], [0.10, 0.10, 0.16], [0.08, 0.19, -0.14], [0.27, -0.27, 0.33], [0.02, 0.15, -0.24], [-0.62, 0.39, -0.04], [0.05, -0.11, -0.07], [-0.08, 0.04, -0.08], [0.02, -0.01, -0.11], [-0.08, 0.06, -0.05], [-0.06, -0.25, 0.01], [0.04, 0.09, -0.07], [0.04, -0.09, 0.05], [-0.05, -0.06, -0.01], [-0.06, 0.01, -0.04], [-0.01, 0.08, -0.03], [0.10, 0.10, 0.00], [0.01, -0.12, 0.02], [-0.02, -0.19, -0.02], [-0.01, -0.10, 0.03], [0.17, 0.07, -0.20], [0.01, -0.04, -0.01], [-0.11, -0.04, -0.01], [0.13, -0.04, 0.03], [-0.02, 0.03, 0.04], [-0.05, 0.00, -0.14], [-0.04, 0.08, 0.07], [0.05, 0.09, -0.03], [0.03, 0.04, -0.05], [0.01, 0.08, -0.04]]
}

No. 3
{
  "formula": "C20H23FN2O2S",
  "method": "the ωB97M-V functional and the def2-TZVPD basis",
  "e_above_lowest_ev": 0.156,
  "smiles": "Cc1ccc(CNC(=O)[C@H]2CCC(=O)N(CCc3cccc(F)c3)C2)s1",
  "species": ["C", "C", "C", "C", "C", "C", "N", "C", "O", "C", "C", "C", "C", "O", "N", "C", "C", "C", "C", "C", "C", "C", "F", "C", "C", "S", "H", "H", "H", "H", "H", "H", "H", "H", "H", "H", "H", "H", "H", "H", "H", "H", "H", "H", "H", "H", "H", "H", "H"],
  "positions_angstrom": [[7.95438, 1.49792, -0.74026], [6.52514, 1.49827, -0.33183], [5.55397, 2.39774, -0.63638], [4.29772, 2.08580, -0.06696], [4.31648, 0.95162, 0.67979], [3.18082, 0.28674, 1.38338], [2.54644, -0.70824, 0.53634], [1.32722, -0.51991, -0.01027], [0.64590, 0.45690, 0.21508], [0.88619, -1.65590, -0.94118], [0.98069, -3.03035, -0.24854], [-0.30323, -3.83876, -0.45020], [-1.47561, -3.03504, 0.08245], [-2.27271, -3.46032, 0.89501], [-1.50931, -1.78057, -0.41590], [-2.47651, -0.82263, 0.06396], [-3.62969, -0.62343, -0.93342], [-4.64781, 0.31542, -0.35901], [-5.62093, -0.15350, 0.51637], [-6.54364, 0.70978, 1.07909], [-6.51298, 2.06140, 0.78024], [-5.53817, 2.51633, -0.08703], [-5.49375, 3.83290, -0.39139], [-4.60646, 1.67032, -0.65779], [-0.55078, -1.38547, -1.41589], [5.89929, 0.23150, 0.67765], [8.15534, 2.35105, -1.38372], [8.60410, 1.55618, 0.13290], [8.20279, 0.58386, -1.27911], [5.72755, 3.26428, -1.24940], [3.41404, 2.68347, -0.20073], [2.40866, 1.02255, 1.62206], [3.52728, -0.19571, 2.30269], [3.10867, -1.49572, 0.25541], [1.54538, -1.62551, -1.81571], [1.12390, -2.89447, 0.82593], [1.83134, -3.59785, -0.63105], [-0.25221, -4.78144, 0.09431], [-0.45606, -4.05894, -1.50872], [-1.96772, 0.12586, 0.25609], [-2.87499, -1.21466, 1.00253], [-3.23685, -0.22709, -1.87163], [-4.08552, -1.59606, -1.12814], [-5.65244, -1.20584, 0.75552], [-7.29471, 0.33048, 1.75524], [-7.22308, 2.75318, 1.20427], [-3.86291, 2.07256, -1.32847], [-0.73476, -1.92213, -2.35496], [-0.66520, -0.31580, -1.59726]],
  "forces_ev_per_angstrom": [[0.10, -0.07, 0.04], [-0.16, -0.25, 0.13], [0.27, -0.13, -0.03], [-0.14, -0.24, 0.27], [0.31, -0.02, 0.05], [-0.08, 0.02, 0.00], [0.30, -0.12, 0.27], [0.13, -0.55, -0.37], [-0.29, 0.41, 0.07], [-0.30, 0.32, -0.04], [0.00, -0.13, -0.11], [0.02, -0.08, 0.21], [0.21, -0.32, -0.23], [-0.23, -0.21, 0.27], [0.02, 0.29, 0.14], [-0.34, 0.03, 0.03], [0.18, -0.04, 0.27], [-0.11, 0.05, -0.08], [0.02, -0.05, 0.00], [0.03, 0.00, -0.01], [0.07, 0.20, -0.09], [-0.03, -0.08, 0.05], [0.00, -0.11, 0.03], [-0.11, 0.15, 0.06], [0.43, 0.04, -0.28], [-0.28, 0.58, -0.22], [0.05, 0.02, -0.03], [0.10, 0.04, -0.03], [0.08, 0.01, -0.07], [0.10, 0.16, -0.12], [-0.22, 0.09, 0.01], [0.16, -0.12, 0.07], [-0.12, 0.12, -0.02], [-0.14, 0.00, -0.06], [-0.02, -0.01, 0.04], [0.06, -0.05, -0.05], [0.03, 0.02, 0.10], [-0.11, 0.07, -0.05], [-0.01, -0.03, -0.03], [-0.02, -0.06, 0.01], [0.05, 0.12, -0.09], [-0.02, -0.04, -0.06], [0.02, 0.00, -0.06], [0.00, -0.14, 0.02], [-0.07, -0.03, 0.06], [-0.06, 0.09, 0.03], [0.08, 0.06, -0.09], [0.06, 0.11, 0.03], [-0.03, -0.13, -0.04]]
}

No. 4
{
  "formula": "C20H23FN2O3S",
  "method": "the ωB97M-V functional and the def2-TZVPD basis",
  "e_above_lowest_ev": 0.400,
  "smiles": "CC(C)[C@@H](NS(=O)(=O)/C=C/c1ccccc1)C(=O)NCc1ccc(F)cc1",
  "species": ["C", "C", "C", "C", "N", "S", "O", "O", "C", "C", "C", "C", "C", "C", "C", "C", "C", "O", "N", "C", "C", "C", "C", "C", "F", "C", "C", "H", "H", "H", "H", "H", "H", "H", "H", "H", "H", "H", "H", "H", "H", "H", "H", "H", "H", "H", "H", "H", "H", "H"],
  "positions_angstrom": [[-1.73240, 1.36454, 3.48878], [-2.63132, 0.80258, 2.39002], [-4.01585, 1.44692, 2.43806], [-2.00657, 0.96460, 0.99107], [-1.51819, 2.31816, 0.78676], [-0.96759, 2.72017, -0.73496], [-1.08121, 4.14398, -0.84156], [-1.62743, 1.91876, -1.74157], [0.74023, 2.24034, -0.68629], [1.38070, 2.16162, 0.47181], [2.74847, 1.71957, 0.69225], [3.17131, 1.48536, 2.00206], [4.45292, 1.03823, 2.26022], [5.33734, 0.82408, 1.21569], [4.93160, 1.05764, -0.08924], [3.64954, 1.49933, -0.35147], [-0.82113, 0.00717, 0.77820], [-0.10034, -0.38912, 1.67210], [-0.66910, -0.36391, -0.50448], [0.41224, -1.23237, -0.93117], [-0.11970, -2.59232, -1.30369], [-0.15555, -3.01596, -2.62483], [-0.67407, -4.25609, -2.95527], [-1.16327, -5.06086, -1.94369], [-1.67149, -6.27111, -2.25759], [-1.14676, -4.66204, -0.61876], [-0.62108, -3.42265, -0.30694], [-2.18233, 1.18076, 4.46158], [-0.76366, 0.87677, 3.45389], [-1.59483, 2.43580, 3.36644], [-2.74325, -0.27458, 2.55389], [-4.47431, 1.26766, 3.40751], [-4.66533, 1.03190, 1.67031], [-3.95232, 2.52353, 2.29098], [-2.76788, 0.72037, 0.23182], [-2.16773, 3.02443, 1.10020], [1.14884, 2.01545, -1.65420], [0.82049, 2.40890, 1.36353], [2.47918, 1.64359, 2.81522], [4.76500, 0.85680, 3.27786], [6.34006, 0.47732, 1.41614], [5.62051, 0.89374, -0.90474], [3.34647, 1.68664, -1.36989], [-1.22471, 0.09289, -1.21864], [1.10131, -1.31445, -0.08469], [0.93001, -0.77668, -1.77858], [0.22719, -2.37541, -3.40541], [-0.70487, -4.59971, -3.97704], [-1.53713, -5.31752, 0.14345], [-0.59398, -3.08784, 0.71886]],
  "forces_ev_per_angstrom": [[-0.02, -0.24, -0.07], [0.11, 0.18, -0.07], [0.20, -0.24, -0.10], [-0.13, -0.70, 0.02], [0.26, 0.40, -0.59], [0.05, 0.36, 0.14], [0.02, 0.05, 0.15], [0.15, 0.06, 0.07], [-0.67, 0.21, 0.24], [-0.21, 0.09, 0.05], [0.50, -0.12, 0.03], [-0.13, 0.05, -0.21], [0.12, -0.03, 0.04], [-0.02, 0.00, 0.06], [0.04, -0.02, -0.10], [-0.11, 0.04, 0.14], [-0.46, -0.20, -0.29], [0.24, -0.09, 0.45], [0.04, -0.23, -0.31], [-0.03, -0.08, 0.20], [0.13, 0.05, -0.10], [0.03, 0.02, 0.23], [-0.15, -0.28, 0.06], [0.08, 0.16, -0.05], [0.03, 0.06, 0.03], [-0.05, -0.13, -0.11], [0.04, -0.01, -0.16], [-0.05, 0.04, 0.11], [0.08, 0.05, 0.07], [0.01, 0.16, 0.07], [0.03, 0.06, -0.08], [-0.06, 0.05, 0.08], [-0.12, 0.01, -0.07], [-0.07, 0.18, 0.02], [0.12, 0.01, 0.19], [-0.02, 0.30, -0.05], [0.05, -0.07, -0.26], [-0.05, -0.04, 0.11], [-0.10, 0.02, 0.09], [0.01, -0.02, 0.08], [0.08, -0.03, 0.02], [0.05, 0.00, -0.07], [-0.01, 0.02, -0.14], [0.00, -0.15, 0.20], [-0.02, 0.07, -0.20], [0.02, -0.01, 0.04], [0.05, 0.08, -0.09], [-0.02, -0.06, -0.09], [-0.04, -0.09, 0.06], [0.00, 0.03, 0.16]]
}

What did we get for molecular weight? Answer: 382.90; 430.90; 374.48; 390.48 g mol⁻¹, in the order shown.